This record from the Open Molecules 2025 dataset describes a cluster of 2 separate species, C21H42O5 in total at a distorted geometry. The level of theory is the ωB97M-V functional and the def2-TZVPD basis.

Last column: natural (NBO) charge in e.
Positions of all 68 atoms, in Å:
C (0.14, 0.31, 3.99)  -0.61
C (-0.52, -0.15, 2.68)  -0.39
C (0.33, -1.17, 1.92)  -0.39
C (1.43, -0.54, 1.06)  -0.40
C (0.92, 0.49, 0.07)  -0.41
C (1.98, 0.84, -0.99)  -0.38
C (3.11, 1.73, -0.44)  -0.41
C (2.99, 3.18, -0.90)  -0.39
C (2.00, 4.03, -0.10)  -0.43
C (2.23, 4.01, 1.39)  -0.07
O (1.20, 4.73, 2.09)  -0.52
C (0.02, 4.07, 2.05)  1.00
O (-0.17, 2.99, 2.57)  -0.64
O (-0.89, 4.77, 1.36)  -0.49
C (-2.24, 4.36, 1.59)  -0.06
C (-2.61, 3.09, 0.80)  -0.44
C (-4.04, 3.11, 0.26)  -0.53
C (-4.08, 2.96, -1.24)  0.79
O (-3.19, 3.29, -2.00)  -0.54
O (-5.26, 2.46, -1.74)  -0.69
H (0.02, -0.42, 4.78)  0.20
H (1.19, 0.53, 3.82)  0.20
H (-0.34, 1.22, 4.32)  0.22
H (-0.69, 0.74, 2.08)  0.21
H (-1.50, -0.56, 2.92)  0.19
H (0.78, -1.85, 2.64)  0.20
H (-0.33, -1.73, 1.26)  0.19
H (2.18, -0.11, 1.72)  0.19
H (1.92, -1.34, 0.51)  0.20
H (0.66, 1.39, 0.63)  0.20
H (0.03, 0.13, -0.44)  0.20
H (1.51, 1.33, -1.84)  0.20
H (2.39, -0.11, -1.35)  0.20
H (3.12, 1.64, 0.64)  0.19
H (4.06, 1.33, -0.78)  0.21
H (2.61, 3.15, -1.92)  0.21
H (3.97, 3.65, -0.96)  0.20
H (0.99, 3.70, -0.36)  0.21
H (2.08, 5.06, -0.44)  0.22
H (3.16, 4.53, 1.61)  0.19
H (2.32, 3.01, 1.81)  0.19
H (-2.85, 5.18, 1.22)  0.19
H (-2.45, 4.26, 2.65)  0.19
H (-2.50, 2.25, 1.48)  0.23
H (-1.87, 2.97, 0.01)  0.24
H (-4.56, 4.02, 0.57)  0.24
H (-4.59, 2.28, 0.69)  0.22
H (-5.51, 1.70, -1.21)  0.48
C (-1.76, -3.22, -1.64)  -0.61
C (-1.09, -4.43, -0.98)  -0.40
C (0.43, -4.36, -1.01)  -0.40
C (1.05, -4.35, -2.41)  -0.40
C (0.69, -5.55, -3.29)  -0.40
C (1.15, -6.89, -2.72)  -0.61
H (-1.51, -3.15, -2.70)  0.20
H (-2.85, -3.29, -1.56)  0.21
H (-1.45, -2.29, -1.16)  0.20
H (-1.44, -5.35, -1.46)  0.19
H (-1.42, -4.48, 0.06)  0.20
H (0.83, -5.21, -0.44)  0.20
H (0.76, -3.46, -0.49)  0.20
H (2.14, -4.31, -2.30)  0.20
H (0.77, -3.43, -2.93)  0.20
H (1.14, -5.41, -4.27)  0.20
H (-0.39, -5.58, -3.46)  0.19
H (2.23, -6.89, -2.57)  0.20
H (0.90, -7.70, -3.40)  0.21
H (0.68, -7.10, -1.76)  0.20

Properties
- energy relative to the best compared isomer or geometry (same formula, charge and spin) (kcal per mole) = 0.0
- E_tot (eV) = -32696.381
- multiplicity = 1
- LUMO level (hartree) = 0.01187
- E_HOMO (eV) = -10.53
- SMILES = CCCCCCCCCCOC(=O)OCCCC(=O)O.CCCCCC
- frontier orbital gap (eV) = 10.9
- molar mass (g mol⁻¹) = 374.6